1.
Entry from OMol25: a cluster of 2 separate species, C4H3NO in total (ωB97M-V with the def2-TZVPD basis set).

For the gap between HOMO and LUMO (spin up / spin down), the calculation gives 8.15 / 8.15 eV. The value obtained for the total energy is -7725.8965 eV. Its energy above the lowest of the compared OMol25 structures with the same formula, charge and spin is 660.7 kJ/mol. Its LUMO energy (spin up / spin down) is -0.15 / -0.15 eV.

```
! RIJCOSX wB97M-V def2-TZVPD def2/J DEFGRID3
* xyz 0 1
C -0.0286 -0.9844 -0.4385
C -0.7985 0.0448 -0.9356
C 0.2756 -0.6094 0.8848
C -0.3757 0.6302 1.0891
N 0.8977 0.4065 1.6382
O -0.9257 1.0588 -0.0512
H 0.2184 -1.8987 -0.9368
H -1.2317 0.1802 -1.9113
H 1.9685 1.1720 0.6613
*
```



2.
Entry from OMol25: a cluster of 2 separate species, C4H3NO in total (ωB97M-V with the def2-TZVPD basis set).

The structure (SMILES) is C=C=C=O.C#N. For the gap between HOMO and LUMO, the calculation gives 8.73 eV. The value obtained for the total energy is -7730.4542 eV. Its energy above the lowest of the compared OMol25 structures with the same formula, charge and spin is 220.9 kJ/mol. Its LUMO energy is -0.37 eV.

```
! RIJCOSX wB97M-V def2-TZVPD def2/J DEFGRID3
* xyz 0 1
C -2.3001 -0.4181 -0.3970
C 1.0687 -1.2202 0.2836
C 1.1917 1.2071 0.1760
C 0.8748 -0.0342 -0.1791
N -1.9841 -1.1044 0.4647
O 1.0080 -2.3724 0.3366
H 0.9302 2.0909 -0.5464
H 1.7111 1.5669 1.0513
H -2.5002 0.2843 -1.1898
*
```



3.
Entry from OMol25: the molecule C4H3NO2 (ωB97M-V with the def2-TZVPD basis set).

The structure (SMILES) is O=Cc1ncco1. For the gap between HOMO and LUMO, the calculation gives 9.77 eV. The value obtained for the total energy is -9780.3494 eV. Its energy above the lowest of the compared OMol25 structures with the same formula, charge and spin is 129.0 kJ/mol. Its LUMO energy is -0.18 eV.

```
! RIJCOSX wB97M-V def2-TZVPD def2/J DEFGRID3
* xyz 0 1
O 2.6794 0.8520 0.4126
C 1.9949 0.0602 -0.1860
C 0.5948 -0.2667 0.1577
N -0.1689 -0.9498 -0.6332
C -1.4372 -0.4962 -0.3540
C -1.3651 0.4333 0.6300
O -0.0663 0.5518 0.9992
H 2.2761 -0.3685 -1.1657
H -2.2828 -0.7860 -0.9593
H -2.0756 1.1179 1.0741
*
```



4.
Entry from OMol25: the molecule C4H3NO2 (ωB97M-V with the def2-TZVPD basis set).

The structure (SMILES) is O=Cc1ncco1. For the gap between HOMO and LUMO, the calculation gives 9.57 eV. The value obtained for the total energy is -9779.2523 eV. Its energy above the lowest of the compared OMol25 structures with the same formula, charge and spin is 234.9 kJ/mol. Its LUMO energy is -0.27 eV.

```
! RIJCOSX wB97M-V def2-TZVPD def2/J DEFGRID3
* xyz 0 1
O 0.0266 -2.4145 -1.3575
C -0.6252 -1.4000 -1.3000
C -0.3418 -0.3286 -0.3258
N -0.7705 0.8890 -0.3613
C -0.0786 1.5025 0.6923
C 0.6706 0.5606 1.3015
O 0.5679 -0.6020 0.6499
H -1.4618 -1.1679 -1.9797
H 0.6640 2.2712 0.5532
H 1.3487 0.6897 2.1274
*
```



5.
Entry from OMol25: the molecule C4H3NO2 (ωB97M-V with the def2-TZVPD basis set).

The structure (SMILES) is N=C=C[C@H]1OC1=O. For the gap between HOMO and LUMO, the calculation gives 10.38 eV. The value obtained for the total energy is -9779.0155 eV. Its energy above the lowest of the compared OMol25 structures with the same formula, charge and spin is 257.7 kJ/mol. Its LUMO energy is 0.63 eV.

```
! RIJCOSX wB97M-V def2-TZVPD def2/J DEFGRID3
* xyz 0 1
N 2.3235 -0.1807 0.4430
C 1.1867 -0.5985 0.3078
C -0.0680 -1.0109 0.2360
C -1.1197 -0.0875 -0.2073
C -0.9217 1.3487 -0.2356
O -1.6439 0.9635 0.7993
O -0.4430 2.3467 -0.6812
H 2.9298 -0.2180 -0.3758
H -0.2947 -2.0453 0.4770
H -1.9488 -0.5181 -0.7632
*
```



6.
Entry from OMol25: a cluster of 2 separate species, C4H3NO2 in total (ωB97M-V with the def2-TZVPD basis set).

The structure (SMILES) is O=C=CC=O.C#N. For the gap between HOMO and LUMO, the calculation gives 10.00 eV. The value obtained for the total energy is -9779.3307 eV. Its energy above the lowest of the compared OMol25 structures with the same formula, charge and spin is 227.3 kJ/mol. Its LUMO energy is 0.20 eV.

```
! RIJCOSX wB97M-V def2-TZVPD def2/J DEFGRID3
* xyz 0 1
C -0.8179 3.0033 -0.9668
C 0.4160 -0.8749 0.1800
C 1.0869 -1.8435 1.0039
C -0.8693 -0.9312 -0.2818
N -0.2287 2.6598 -0.0659
O 2.1802 -1.6660 1.4555
O -1.9857 -0.9817 -0.6791
H 0.9766 0.0710 0.1132
H 0.5353 -2.7660 1.1495
H -1.2935 3.3292 -1.9085
*
```



7.
Entry from OMol25: the molecule C4H3NO2 (ωB97M-V with the def2-TZVPD basis set).

The structure (SMILES) is C#C/C=N\OC=O. For the gap between HOMO and LUMO, the calculation gives 9.05 eV. The value obtained for the total energy is -9773.6175 eV. Its energy above the lowest of the compared OMol25 structures with the same formula, charge and spin is 778.6 kJ/mol. Its LUMO energy is -0.94 eV.

```
! RIJCOSX wB97M-V def2-TZVPD def2/J DEFGRID3
* xyz 0 1
C -1.8221 -0.6905 -0.2748
C 1.1210 1.0618 0.0190
C 1.9709 -0.0694 0.3168
C 2.8833 -0.9478 0.1250
H -1.7655 -1.8292 -0.7342
H 1.8720 1.8467 0.1479
H 3.7341 -1.5206 0.3992
N -0.1242 1.1087 -0.2787
O -2.8571 -0.0552 0.6566
O -0.6290 -0.2427 -0.5289
*
```



8.
Entry from OMol25: the molecule C4H3NO3 (ωB97M-V with the def2-TZVPD basis set).

The structure (SMILES) is N#CC(=O)COC=O. For the gap between HOMO and LUMO, the calculation gives 10.49 eV. The value obtained for the total energy is -11824.5076 eV. Its energy above the lowest of the compared OMol25 structures with the same formula, charge and spin is 484.9 kJ/mol. Its LUMO energy is -0.44 eV.

```
! RIJCOSX wB97M-V def2-TZVPD def2/J DEFGRID3
* xyz 0 1
C -0.7182 0.6510 1.4587
C -1.1122 0.2530 -0.9079
C 0.1504 -0.6045 -0.6189
C 1.4401 0.1039 -0.3113
H -1.2123 1.6478 2.0176
H -2.1000 -0.4292 -0.9351
H -1.1004 0.7093 -2.0831
N 2.5402 0.6152 -0.3585
O -0.0705 -0.4517 1.5482
O -1.4469 1.1252 0.2743
O 0.0262 -1.7554 -1.0992
*
```



What is the total energy in the eighth record?
-11824.5076 eV